<i>
Density functional theory data (ωB97M-V/def2-TZVPD) for the molecule C4H6OS.

The geometry in XYZ format:
```
12
Properties=species:S:1:pos:R:3:mulliken_charge:R:1
C 1.0565 0.0906 -0.0577 -0.650
C 0.8271 0.1196 1.4146 -0.201
C -0.1553 -0.5192 -0.7508 0.128
C -1.4552 0.1589 -0.7358 -0.413
O -1.2047 -0.9669 0.0529 -0.421
S 0.7187 1.4697 2.2877 -0.214
H 1.2382 1.0972 -0.4382 0.288
H 1.9289 -0.5358 -0.2679 0.325
H -1.5655 1.1000 -0.2126 0.209
H 0.6944 -0.8541 1.8734 0.282
H 0.0604 -1.1547 -1.6066 0.396
H -2.1435 -0.0054 -1.5589 0.271
```

For the HOMO-LUMO gap, the calculation gives 8.660 eV. Its structure (SMILES) is S=CC[C@@H]1CO1. Its multiplicity is 1.

=====

<ii>
Density functional theory data (ωB97M-V/def2-TZVPD) for a cluster of 2 separate species, C4H6OS in total.

The geometry in XYZ format:
```
12
Properties=species:S:1:pos:R:3:mulliken_charge:R:1
C -0.7447 1.2500 -1.7892 -0.813
C 1.1724 -1.5534 -1.1178 0.237
C -0.7672 0.1919 -0.9420 -0.388
C 0.3543 -0.6784 -1.0109 -0.482
O -0.9296 -1.0588 1.9492 -0.532
S 0.4965 -1.2922 2.0090 0.177
H -1.5899 1.9189 -1.8976 0.249
H -0.0116 1.5034 -2.4618 0.323
H 0.7637 -1.9077 3.1895 0.175
H 1.9164 -2.2660 -1.2643 0.409
H -1.3808 -0.1962 -0.1955 0.492
H 1.0203 -0.0677 2.5949 0.153
```

For the HOMO-LUMO gap, the calculation gives 9.530 eV. Its multiplicity is 1.

=====

<iii>
Density functional theory data (ωB97M-V/def2-TZVPD) for the molecule C4H6OS.

The geometry in XYZ format:
```
12
Properties=species:S:1:pos:R:3:mulliken_charge:R:1
C -1.3498 0.6466 -0.9008 -0.414
C 0.9120 -0.2743 -0.3795 -0.135
C 1.2266 -0.7400 1.0703 -0.502
C -0.0277 -0.0535 0.7203 0.112
H -1.9518 0.2219 -1.7303 0.305
H -1.8003 1.5837 -0.5711 0.325
H 0.6663 -1.2175 -0.8947 0.168
H 1.8262 -0.1547 1.7816 0.239
H 1.3684 -1.8277 1.0440 0.259
H -0.0014 1.0258 1.1101 0.208
O -1.3202 -0.2848 0.1832 -0.412
S 0.4517 1.0744 -1.4331 -0.154
```

For the HOMO-LUMO gap, the calculation gives 9.625 eV. Its structure (SMILES) is C1O[C@H]2C[C@@H]2S1. Its multiplicity is 1.

=====

<iv>
Density functional theory data (ωB97M-V/def2-TZVPD) for a cluster of 2 separate species, C4H6OS in total.

The geometry in XYZ format:
```
12
Properties=species:S:1:pos:R:3:mulliken_charge:R:1
C -1.0629 -1.3516 -2.0606 0.152
C -0.8994 -0.3098 -1.4889 -0.385
C -0.5984 0.5988 0.8200 -0.986
C -0.5433 0.8755 -0.7372 0.112
O 2.1535 -0.8658 1.3971 -0.647
S -0.1947 2.2381 -1.4985 -0.242
H -1.3706 -2.0580 -2.8852 0.364
H -0.2002 -0.3436 0.9273 0.401
H -0.3097 1.5790 1.3118 0.267
H -1.6665 0.4930 1.0721 0.327
H 2.6978 -0.2802 0.8648 0.318
H 1.9945 -0.5754 2.2772 0.319
```

For the HOMO-LUMO gap, the calculation gives 8.273 eV. Its structure (SMILES) is C#CC(C)=S.O. Its multiplicity is 1.

=====

Best to worst by energy: <i>, <iv>, <iii>, <ii>.

=====

<i>
Density functional theory data (ωB97M-V/def2-TZVPD) for the molecule C4H7N3S.

The geometry in XYZ format:
```
15
Properties=species:S:1:pos:R:3:mulliken_charge:R:1
C 0.2385 -2.4735 -0.1328 -0.743
C -0.7459 0.6244 1.3705 0.000
C 0.6698 0.9534 -0.2840 0.765
C 1.3348 0.8229 -1.6010 -1.079
H 0.2160 -2.7222 0.9429 0.278
H 0.0236 -3.4390 -0.5858 0.339
H 1.2186 -2.1200 -0.4872 0.208
H -1.6035 0.2266 1.9421 0.387
H 1.8540 -0.1252 -1.8409 0.277
H 0.6447 1.0220 -2.4084 0.265
H 2.1036 1.6194 -1.6663 0.325
N -0.3680 0.1230 0.1396 -0.051
N -0.0576 1.6847 1.6795 -0.472
N 0.8803 1.8679 0.6458 -0.445
S -1.0390 -1.2346 -0.5792 -0.053
```

For the HOMO-LUMO gap, the calculation gives 10.079 eV. Its structure (SMILES) is CSn1cnnc1C. Its multiplicity is 1.

=====

<ii>
Density functional theory data (ωB97M-V/def2-TZVPD) for the molecule C4H7N3S.

The geometry in XYZ format:
```
15
Properties=species:S:1:pos:R:3:mulliken_charge:R:1
C -2.4324 0.8495 0.0560 0.428
C 0.2315 0.4660 0.1926 0.521
C 2.5111 0.8952 0.3261 -0.756
C -1.1001 -1.9115 -0.3006 -0.981
N -3.2526 0.5152 0.7920 -0.483
N 1.2170 1.2433 0.1508 -0.398
N -1.2909 1.0612 -0.6019 -0.483
S 0.0526 -1.1249 0.8513 -0.074
H 2.8815 0.8421 -0.6830 0.280
H 2.6098 0.0455 0.9070 0.349
H 3.2009 1.7124 0.7721 0.225
H -0.7519 -1.7589 -1.2694 0.387
H -2.1766 -1.8940 -0.0744 0.335
H -0.6756 -2.9557 -0.2433 0.340
H -1.0241 2.0146 -0.8754 0.308
```

For the HOMO-LUMO gap, the calculation gives 9.980 eV. Its structure (SMILES) is C/N=C(/NC#N)SC. Its multiplicity is 1.

=====

Best to worst by energy: <i>, <ii>.

=====

<i>
Density functional theory data (ωB97M-V/def2-TZVPD) for the molecule C4H7N3S.

The geometry in XYZ format:
```
15
Properties=species:S:1:pos:R:3:mulliken_charge:R:1
C 0.8407 1.5734 0.5886 0.210
C 0.7839 -0.6699 0.2202 0.083
C -0.7141 -1.7975 -1.5116 -0.381
C -1.2587 -0.4197 -1.1759 -0.451
H 0.5748 1.1738 3.1123 0.156
H 1.0813 1.7073 -0.5360 0.301
H 1.2926 -1.6173 0.6259 0.314
H -0.5357 -2.0510 -2.5600 0.235
H -1.0156 -2.5785 -0.8788 0.317
H -1.9820 -0.3579 -0.3018 0.226
H -1.3586 0.3430 -1.9273 0.255
N 0.7132 2.6166 1.2985 -0.461
N 0.8254 0.3009 1.0363 -0.488
N 0.1074 -0.7397 -0.9799 -0.180
S 0.6453 2.5165 2.9895 -0.135
```

For the HOMO-LUMO gap, the calculation gives 8.323 eV. Its structure (SMILES) is S/N=C\N=C/N1CC1. Its multiplicity is 1.

=====

<ii>
Density functional theory data (ωB97M-V/def2-TZVPD) for the molecule C4H7N3S.

The geometry in XYZ format:
```
15
Properties=species:S:1:pos:R:3:mulliken_charge:R:1
C 1.0591 -0.3944 -0.1285 0.521
C -0.9418 1.2688 0.0211 -0.684
C -1.3183 -0.1556 -0.1062 0.581
C -0.3112 -1.0468 -0.1083 -0.664
H 4.1176 -0.6182 0.2158 0.251
H 3.1046 0.7771 0.3246 0.156
H -1.2990 1.7161 0.9411 0.390
H -1.3671 1.8726 -0.7817 0.352
H -3.2573 0.2357 0.3442 0.244
H -2.9599 -1.3734 0.0018 0.238
H -0.4984 -2.1139 -0.1493 0.315
N 3.2462 -0.1449 -0.1099 -0.413
N 2.1691 -0.9817 -0.0865 -0.474
N -2.6883 -0.4140 -0.1901 -0.519
S 0.9447 1.3727 -0.1880 -0.296
```

For the HOMO-LUMO gap, the calculation gives 8.365 eV. Its structure (SMILES) is N/N=C1/C=C(N)CS1. Its multiplicity is 1.

=====

<iii>
Density functional theory data (ωB97M-V/def2-TZVPD) for a cluster of 2 separate species, C4H7N3S in total.

The geometry in XYZ format:
```
15
Properties=species:S:1:pos:R:3:mulliken_charge:R:1
C 0.0613 -1.0814 -0.1187 0.335
C 2.2263 0.7829 -0.2657 0.359
C 0.6060 -2.4050 -0.1948 -0.752
C -2.1290 1.5001 0.3803 -0.726
N -0.5828 -0.1001 -0.0808 0.440
N 1.5939 1.7913 -0.3393 -0.369
N -0.8820 1.0817 -0.1753 -0.721
S 3.3994 -0.2280 0.0386 -0.375
H 0.1578 -2.9941 -0.8540 0.306
H 0.4859 -3.1121 0.7107 0.245
H 1.7135 -2.1656 -0.3031 0.094
H -1.9378 2.1058 1.3084 0.217
H -2.5814 2.2105 -0.4143 0.218
H -2.7687 0.6133 0.6993 0.322
H 0.6375 2.0007 -0.3913 0.409
```

For the HOMO-LUMO gap, the calculation gives 8.574 eV. Its multiplicity is 1.

=====

<iv>
Density functional theory data (ωB97M-V/def2-TZVPD) for the molecule C4H7N3S.

The geometry in XYZ format:
```
15
Properties=species:S:1:pos:R:3:mulliken_charge:R:1
C -0.3185 0.1847 0.7707 0.648
C -0.7293 -0.0758 -1.6053 -0.003
C 0.9621 -0.0681 1.1183 -0.022
C 1.7698 -1.0385 0.5415 -0.537
H -2.1258 1.3913 0.7475 0.311
H -0.4185 1.8127 1.9188 0.285
H -2.0328 -0.7902 0.0869 0.303
H -1.6183 -0.0426 -2.4120 0.282
H 0.6518 0.2152 -2.9671 0.241
H 1.2579 0.7853 1.8751 0.005
H 1.0908 -1.5216 -0.1168 0.240
N -1.1577 1.0720 1.4297 -0.601
N -1.1291 -0.4526 -0.2182 -0.328
N 0.5081 0.0919 -1.9094 -0.516
S 3.2895 -1.5635 0.7403 -0.307
```

For the HOMO-LUMO gap, the calculation gives 7.839 eV. Its structure (SMILES) is [H]/N=C/N/C(N)=C\C=S. Its multiplicity is 1.

=====

Best to worst by energy: <ii>, <i>, <iv>, <iii>.

=====

<i>
Density functional theory data (ωB97M-V/def2-TZVPD) for a cluster of 5 separate species, C5H15N5O10 in total.

The geometry in XYZ format:
```
35
Properties=species:S:1:pos:R:3:mulliken_charge:R:1
C 2.3128 -0.3987 15.3887 -0.010
N 1.0605 -0.3813 16.2231 1.116
O 0.3272 -1.3410 16.1287 -0.537
O 1.0320 0.4850 17.0582 -0.617
H 3.0093 -1.0932 15.9700 0.293
H 2.6009 0.6428 15.3521 0.309
H 1.9981 -0.7762 14.4625 -0.455
C 1.5136 -3.7185 13.9745 -0.605
N 2.3277 -3.4184 12.7350 0.894
O 3.1423 -2.5180 12.8094 -0.530
O 2.1660 -4.0732 11.7304 -0.551
H 1.7822 -4.7180 14.1266 0.365
H 0.5078 -3.7508 13.5113 0.280
H 1.6530 -3.0072 14.7601 0.139
C 1.0566 -0.1645 11.5925 -0.615
N 0.0857 0.6898 12.3234 0.907
O -0.5930 1.4897 11.7557 -0.545
O 0.0530 0.5963 13.5295 -0.474
H 1.5827 0.3392 10.8401 0.324
H 0.5428 -0.9847 11.2050 0.318
H 1.7182 -0.5587 12.3699 -0.003
C -2.0759 1.9053 17.9688 -0.399
N -3.3021 1.0971 17.5470 0.859
O -3.6736 1.1503 16.4120 -0.525
O -3.7092 0.2800 18.3782 -0.529
H -2.0309 2.9101 17.4207 0.250
H -1.3845 1.2757 17.4695 0.073
H -1.9608 1.9793 19.0699 0.265
C -3.0020 -1.4567 14.3008 -0.747
N -2.6264 -1.4335 12.8549 0.961
O -3.1213 -0.5389 12.1999 -0.530
O -1.7942 -2.2342 12.5041 -0.545
H -3.9867 -1.9605 14.2791 0.306
H -2.9808 -0.4592 14.6701 0.325
H -2.2279 -2.1063 14.7350 0.235
```

For the HOMO-LUMO gap, the calculation gives 10.960 eV. Its structure (SMILES) is C[N+](=O)[O-].C[N+](=O)[O-].C[N+](=O)[O-].C[N+](=O)[O-].C[N+](=O)[O-]. Its multiplicity is 1.

=====

<ii>
Density functional theory data (ωB97M-V/def2-TZVPD) for a cluster of 5 separate species, C5H15N5O10 in total.

The geometry in XYZ format:
```
35
Properties=species:S:1:pos:R:3:mulliken_charge:R:1
C -2.4181 1.5000 -1.8771 -0.672
N -2.2774 0.3061 -2.7413 0.965
O -2.6410 0.4255 -3.8918 -0.555
O -1.8239 -0.7026 -2.2432 -0.512
H -3.4588 1.8007 -1.8636 0.335
H -1.7713 2.2817 -2.2640 0.299
H -2.0773 1.2261 -0.8844 0.135
C -1.8349 -4.8951 0.8159 -0.773
N -1.1508 -3.5706 0.8298 0.853
O -0.7198 -3.1425 1.8770 -0.524
O -1.0643 -3.0079 -0.2443 -0.452
H -1.8378 -5.3106 1.8137 0.312
H -1.2912 -5.4876 0.0878 0.308
H -2.8396 -4.7059 0.4502 0.287
C 2.3455 -2.9533 -1.0792 -0.476
N 3.2964 -2.1623 -0.2599 0.893
O 4.4292 -2.0490 -0.6657 -0.535
O 2.8724 -1.6961 0.7804 -0.540
H 2.6204 -2.8472 -2.1247 0.308
H 1.3332 -2.6001 -0.9201 0.047
H 2.4699 -3.9932 -0.7872 0.284
C 0.0716 0.0164 1.0620 -0.638
N 0.5919 1.1408 0.2368 1.010
O 0.7237 0.9490 -0.9546 -0.519
O 0.8675 2.1800 0.8025 -0.601
H 0.9169 -0.5034 1.5078 0.310
H -0.4284 -0.6638 0.3808 0.150
H -0.5522 0.4317 1.8442 0.298
C 0.2497 5.1369 1.5965 -0.676
N 1.5254 5.8341 1.3324 0.931
O 1.5954 6.4672 0.2947 -0.545
O 2.3996 5.7330 2.1653 -0.528
H 0.0057 4.5926 0.6894 0.215
H -0.5343 5.8459 1.8375 0.312
H 0.4067 4.4234 2.3965 0.291
```

For the HOMO-LUMO gap, the calculation gives 10.559 eV. Its structure (SMILES) is C[N+](=O)[O-].C[N+](=O)[O-].C[N+](=O)[O-].C[N+](=O)[O-].C[N+](=O)[O-]. Its multiplicity is 1.

=====

Best to worst by energy: <ii>, <i>.